A cluster of 2 separate species, CHF2IO in total at a distorted geometry, computed with ωB97M-V/def2-TZVPD.

LUMO: 0.43 eV
SMILES: O=C(F)F.I
HOMO-LUMO gap: 10.185 eV
ΔE to the lowest compared entry with this formula, charge and spin: 12.9 kJ/mol

Geometry as ORCA input:
```
! RIJCOSX wB97M-V def2-TZVPD def2/J DEFGRID3
* xyz 0 1
C -0.3237 0.6671 0.9279
O -0.0396 -0.3583 0.4615
F -0.1524 1.0270 2.1558
F -0.8948 1.6761 0.2572
I 1.1139 -2.2311 -2.0447
H 0.2967 -0.7809 -1.7576
*
```

---

A cluster of 2 separate species, CHF2IO in total at a distorted geometry, computed with ωB97M-V/def2-TZVPD.

LUMO: -1.12 eV
SMILES: O=CF.FI
HOMO-LUMO gap: 9.184 eV
ΔE to the lowest compared entry with this formula, charge and spin: 203.2 kJ/mol

Geometry as ORCA input:
```
! RIJCOSX wB97M-V def2-TZVPD def2/J DEFGRID3
* xyz 0 1
C -0.3893 -0.4533 0.6874
O -0.3014 -1.4364 0.0338
F 0.8479 0.0672 1.1621
F 0.9639 0.0971 -1.1001
I -0.0270 1.4477 -1.8565
H -1.0940 0.2777 1.0733
*
```

---

A cluster of 2 separate species, CHF2IO in total at a distorted geometry, computed with ωB97M-V/def2-TZVPD.

LUMO: -2.05 eV
SMILES: O=CF.FI
HOMO-LUMO gap: 8.544 eV
ΔE to the lowest compared entry with this formula, charge and spin: 156.9 kJ/mol

Geometry as ORCA input:
```
! RIJCOSX wB97M-V def2-TZVPD def2/J DEFGRID3
* xyz 0 1
C 1.4815 0.0619 -0.5775
O 2.5516 0.5022 -0.4355
F 0.4458 0.7319 -0.2760
F -2.6638 -0.0055 1.9671
I -2.8952 -0.3600 0.0146
H 1.0802 -0.9303 -0.6926
*
```

---

A structure of composition CHF2NO3 at a distorted geometry, computed with ωB97M-V/def2-TZVPD.

LUMO: 0.12 eV
HOMO-LUMO gap: 10.548 eV
ΔE to the lowest compared entry with this formula, charge and spin: 138.6 kJ/mol

Geometry as ORCA input:
```
! RIJCOSX wB97M-V def2-TZVPD def2/J DEFGRID3
* xyz 0 1
C -0.4101 -0.4216 -0.1337
N 1.1048 0.7422 -0.1718
O 2.0440 0.1801 -0.6221
O 0.8846 1.8342 0.2461
O -1.4549 0.2643 0.2647
F -0.4290 -1.0537 -1.4051
F 0.0555 -1.3608 0.7292
H -1.7949 -0.1847 1.0928
*
```

---

A structure of composition CHF3GdNO5S2 at a distorted geometry, computed with ωB97M-V/def2-TZVPD.

LUMO (spin up / spin down): -2.24 / -4.22 eV
HOMO-LUMO gap (spin up / spin down): 6.678 / 4.599 eV
ΔE to the lowest compared entry with this formula, charge and spin: 0.0 kJ/mol

Geometry as ORCA input:
```
! RIJCOSX wB97M-V def2-TZVPD def2/J DEFGRID3
* xyz 0 8
O -1.0159 0.7079 1.1701
Gd -1.7291 2.3518 -0.2741
H -1.7503 0.1227 -2.0665
N 1.4708 0.5040 0.3532
S 1.2269 1.0692 -1.2376
O 0.3050 2.3087 -0.9813
O 2.5812 1.5719 -1.6119
S 0.2754 -0.0921 1.1776
O -2.4430 0.6739 -1.4610
O 0.6347 -0.2727 2.5940
C 0.1285 -1.8949 0.6773
F -0.3178 -2.0317 -0.5666
F 1.3236 -2.4763 0.7277
F -0.6900 -2.5423 1.4991
*
```

---

A structure of composition CHF3MgNO3S2Yb at a distorted geometry, computed with ωB97M-V/def2-TZVPD.

LUMO (spin up / spin down): -6.56 / -6.56 eV
HOMO-LUMO gap (spin up / spin down): 3.893 / 3.894 eV
ΔE to the lowest compared entry with this formula, charge and spin: 0.0 kJ/mol

Geometry as ORCA input:
```
! RIJCOSX wB97M-V def2-TZVPD def2/J DEFGRID3
* xyz 1 1
Mg -1.5422 0.3248 -2.2470
N 0.2186 0.0234 0.3428
S 0.3134 1.5392 -0.1914
O -0.4475 1.7470 -1.5301
S -0.9805 -1.0952 -0.2638
O 0.1527 -2.4060 -0.6494
C -0.9469 2.3386 0.9550
F -0.5014 2.2586 2.1970
F -2.1112 1.7072 0.8593
F -1.1050 3.6052 0.6133
Yb 1.9457 -1.8129 0.4017
O 2.4214 -3.8794 0.1656
H 2.5829 -4.3506 -0.6530
*
```

---

A cluster of 2 separate species, CHF3N2O in total at a distorted geometry, computed with ωB97M-V/def2-TZVPD.

LUMO: -0.22 eV
SMILES: O=C=NF.FNF
HOMO-LUMO gap: 11.133 eV
ΔE to the lowest compared entry with this formula, charge and spin: 514.3 kJ/mol

Geometry as ORCA input:
```
! RIJCOSX wB97M-V def2-TZVPD def2/J DEFGRID3
* xyz 0 1
C 1.4184 2.1290 -0.3905
N 1.1361 0.9817 -0.3515
N -1.0038 -1.7162 0.2738
O 1.3971 3.2703 -0.4102
F 1.6841 -0.2011 0.1081
F -2.0616 -2.4573 0.8346
F -1.3555 -0.4073 0.6013
H -1.2148 -1.5990 -0.6656
*
```

---

A cluster of 3 separate species, CHF3N3 in total at a distorted geometry, computed with ωB97M-V/def2-TZVPD.

LUMO: -7.09 eV
HOMO-LUMO gap: 10.416 eV
ΔE to the lowest compared entry with this formula, charge and spin: 32.9 kJ/mol

Geometry as ORCA input:
```
! RIJCOSX wB97M-V def2-TZVPD def2/J DEFGRID3
* xyz 1 1
C 0.0480 1.8221 2.7077
N -0.1168 1.9712 1.5844
N -0.0464 2.8769 -1.1114
N -0.7208 2.2609 -0.5109
F 0.2467 1.7187 3.9520
F -1.8267 1.8107 -0.1353
F -0.1487 0.0101 -0.7330
H 0.0877 -0.9290 -1.0998
*
```

---

A structure of composition CHF3NO5S2Tl at a distorted geometry, computed with ωB97M-V/def2-TZVPD.

LUMO (spin up / spin down): -4.41 / -4.41 eV
HOMO-LUMO gap (spin up / spin down): 5.966 / 5.967 eV
ΔE to the lowest compared entry with this formula, charge and spin: 407.3 kJ/mol

Geometry as ORCA input:
```
! RIJCOSX wB97M-V def2-TZVPD def2/J DEFGRID3
* xyz 0 1
O 0.4853 1.8193 0.7506
Tl 1.7485 1.7138 -0.6779
H 0.9542 -0.8862 -1.4637
N 0.4210 -0.6777 1.0220
S 1.6618 -1.1817 0.1072
O 2.5939 0.0409 -0.0705
O 2.3415 -2.2858 0.8104
S -0.5028 0.5997 0.4648
O 0.2351 0.7724 -1.4499
O -1.5274 1.0370 1.4661
C -1.8205 -0.5923 -0.2987
F -1.3557 -1.4479 -1.2248
F -2.3943 -1.3832 0.6216
F -2.8015 0.1131 -0.8817
*
```

---

A structure of composition CHF3O2P at a distorted geometry, computed with ωB97M-V/def2-TZVPD.

LUMO: 4.28 eV
HOMO-LUMO gap: 8.864 eV
ΔE to the lowest compared entry with this formula, charge and spin: 269.9 kJ/mol

Geometry as ORCA input:
```
! RIJCOSX wB97M-V def2-TZVPD def2/J DEFGRID3
* xyz -1 1
C 1.1290 -0.3575 -0.0142
O -1.1599 1.8415 -0.4525
O -1.9864 0.1608 1.2862
F 1.4124 -1.0029 -1.1106
F 1.0703 -1.2355 1.0395
F 2.1657 0.4725 0.2099
P -1.2104 0.4256 0.0545
H -1.4207 -0.3045 -1.0129
*
```

---

A cluster of 2 separate species, CHF3O3S in total at a distorted geometry, computed with ωB97M-V/def2-TZVPD.

LUMO (spin up / spin down): -3.12 / -3.12 eV
HOMO-LUMO gap (spin up / spin down): 9.068 / 9.070 eV
ΔE to the lowest compared entry with this formula, charge and spin: 250.3 kJ/mol

Geometry as ORCA input:
```
! RIJCOSX wB97M-V def2-TZVPD def2/J DEFGRID3
* xyz 0 1
C 0.4480 0.9000 -0.9610
O 0.4872 -1.7027 0.7811
O -0.7958 -0.6751 2.6460
O -0.1536 1.1475 0.1227
F -0.2865 0.1821 -1.8376
F 0.8303 2.0714 -1.6061
F 1.5565 0.1462 -0.8666
S -0.5309 -0.8736 1.2639
H -1.5552 -1.1958 0.4575
*
```

---

A structure of composition CHF4MnNO4S2 at a distorted geometry, computed with ωB97M-V/def2-TZVPD.

LUMO (spin up / spin down): -1.85 / -2.05 eV
HOMO-LUMO gap (spin up / spin down): 7.980 / 8.092 eV

Geometry as ORCA input:
```
! RIJCOSX wB97M-V def2-TZVPD def2/J DEFGRID3
* xyz 0 6
Mn -2.2639 0.6023 0.9892
N 0.1081 0.3990 -1.0794
S -1.4682 -0.6174 -1.2179
O -1.9414 -0.1782 -2.5487
O -1.1829 -2.0627 -1.1524
S 0.7808 0.5663 0.3497
O -0.3740 0.6228 1.3107
O 1.7361 1.6547 0.4035
C 1.7005 -0.9210 0.9935
F 0.8461 -1.8797 1.2876
F 2.5483 -1.3170 0.0656
F 2.3510 -0.5856 2.0908
F -2.7208 2.2704 0.1112
H -0.1197 1.4463 -1.6033
*
```